3 unconnected molecules or ions with the total composition C21H47BrF3O8P2S. Source: the Open Molecules 2025 dataset; level of theory: ωB97M-V/def2-TZVPD.

Cartesian coordinates (Å):
C  3.10928  0.75279  0.24179
C  3.02227  1.12783  1.73580
C  1.81369  1.98598  2.10205
Br  1.81495  2.18926  4.06962
C  0.43558  1.59039  1.55319
P  0.14627  -0.25523  1.53108
S  0.74534  -1.35983  3.03935
C  -0.76525  2.22204  2.29061
O  -1.79399  2.21804  1.35356
P  -1.19677  2.83317  -0.18617
C  -1.82090  1.27385  -1.07555
O  -0.74800  0.53436  -1.73612
C  -0.77498  0.46484  -3.04551
F  -0.81924  1.66324  -3.66615
F  0.33244  -0.16627  -3.47107
F  -1.83814  -0.23141  -3.53531
O  -2.71290  3.54640  -0.58255
C  -3.39855  4.28425  0.38986
C  -4.53273  3.49872  1.07142
C  -4.69978  3.91375  2.54259
C  -5.85969  3.57880  0.29545
C  -6.46340  4.99363  0.29209
C  -5.72086  3.03264  -1.13555
O  0.36018  2.08366  0.25588
H  2.21590  1.03131  -0.31468
H  3.26869  -0.31968  0.12347
H  3.94830  1.25782  -0.23818
H  3.91030  1.69997  2.00905
H  3.01953  0.23855  2.36287
H  1.95711  3.00723  1.75501
H  0.61366  -0.66308  0.27696
H  -1.23650  -0.30564  1.34303
H  -0.48081  3.25006  2.55645
H  -1.05910  1.68539  3.19345
H  -0.57928  3.25210  -1.39939
H  -0.80743  4.03849  0.50019
H  -2.29280  0.57109  -0.39115
H  -2.55551  1.57942  -1.81857
H  -3.80908  5.17815  -0.09879
H  -2.69622  4.64176  1.15342
H  -4.21026  2.45725  1.05531
H  -4.22202  4.87407  2.75101
H  -5.74879  3.99892  2.83442
H  -4.22933  3.18191  3.19992
H  -6.56827  2.92668  0.81833
H  -6.12846  5.56594  -0.57474
H  -6.19318  5.55837  1.18537
H  -7.55442  4.95706  0.24941
H  -4.88753  2.33601  -1.21047
H  -5.53608  3.83303  -1.85422
H  -6.63091  2.51709  -1.45138
C  4.77013  -3.26280  -4.95526
O  5.07444  -2.07971  -4.24637
C  5.65256  -1.06351  -5.04331
C  4.63862  -0.03680  -5.50171
O  3.67287  -0.59225  -6.37364
C  2.42938  -0.86367  -5.74312
H  4.15986  -3.88191  -4.29993
H  4.21275  -3.05288  -5.87135
H  5.68320  -3.81323  -5.21250
H  6.15011  -1.50130  -5.91694
H  6.41253  -0.56268  -4.43598
H  5.16673  0.75225  -6.04718
H  4.15456  0.41947  -4.63191
H  1.88303  0.06105  -5.54231
H  2.56206  -1.40391  -4.80351
H  1.84886  -1.47573  -6.43159
C  1.27872  -5.08105  2.14365
O  1.88325  -4.77907  3.38485
C  0.97914  -4.74762  4.47145
C  1.11194  -5.97382  5.34682
O  0.74675  -7.16829  4.67199
C  1.84688  -7.87896  4.14510
H  2.08207  -5.27173  1.43296
H  0.64021  -5.96744  2.21098
H  0.68666  -4.23126  1.78901
H  -0.05177  -4.65098  4.11679
H  1.20821  -3.85872  5.06702
H  0.44860  -5.86920  6.21038
H  2.14116  -6.04985  5.71625
H  2.42760  -8.35675  4.94384
H  2.50805  -7.22820  3.56801
H  1.44845  -8.65360  3.49100

Summary:
**HOMO-LUMO gap**: 8.096 eV
**Lowest unoccupied orbital energy**: 2.5 eV
**Net charge**: -1
**Energy**: -146527.3160 eV